Record 1
# C5H10O2

A 2-piece molecular cluster, C5H10O2 overall in a non-equilibrium geometry (ωB97M-V/def2-TZVPD, the Open Molecules 2025 dataset).

Each line ends with the Löwdin charge.
Geometry (Å):
C (1.276, -1.242, 1.256)  0.020
C (0.015, -1.153, 0.845)  -0.165
C (-0.486, -0.740, -0.469)  -0.351
O (-1.823, -0.397, -0.456)  0.032
C (0.341, -0.310, -1.458)  -0.105
C (0.070, 0.966, -2.238)  -0.090
H (2.123, -1.027, 0.616)  0.062
H (1.438, -1.688, 2.227)  0.057
H (-0.719, -1.428, 1.590)  0.100
H (-2.033, -0.138, 0.453)  0.089
H (1.020, -1.017, -1.899)  0.099
H (-0.994, 1.034, -2.466)  0.072
H (0.513, 1.783, -1.670)  0.072
H (0.586, 0.923, -3.195)  0.062
O (-0.593, 1.170, 2.287)  -0.044
H (-0.371, 1.627, 3.099)  0.045
H (-0.364, 1.635, 1.477)  0.047

Computed properties:
Energy relative to the best compared isomer or geometry (same formula, charge and spin), eV: 3.455
F_max, eV Å⁻¹: 1.6
Highest occupied orbital energy, eV: -7.786
Molar mass, g mol⁻¹: 102.133
SMILES: C=C/C(O)=C/C.O

=====

Record 2
# C5H10O2

A 2-piece molecular cluster, C5H10O2 overall in a non-equilibrium geometry (ωB97M-V/def2-TZVPD, the Open Molecules 2025 dataset).

Each line ends with the Löwdin charge.
Geometry (Å):
C (0.904, -1.221, -0.859)  -0.114
C (-0.472, -1.045, -0.267)  -0.161
C (-1.081, 0.149, -0.236)  -0.143
C (-2.490, 0.325, 0.082)  -0.097
C (-3.074, 1.485, -0.170)  -0.211
O (-4.429, 1.655, 0.043)  -0.023
H (1.305, -2.228, -0.889)  0.063
H (1.619, -0.689, -0.205)  0.079
H (1.019, -0.712, -1.811)  0.068
H (-0.784, -1.861, 0.372)  0.098
H (-0.492, 0.940, -0.679)  0.109
H (-2.992, -0.467, 0.618)  0.119
H (-2.488, 2.273, -0.639)  0.117
H (-4.529, 2.342, 0.714)  0.096
O (5.949, -0.405, 0.920)  -0.066
H (6.018, 0.464, 1.327)  0.030
H (6.016, -1.004, 1.679)  0.036

Computed properties:
Energy relative to the best compared isomer or geometry (same formula, charge and spin), eV: 2.695
F_max, eV Å⁻¹: 1.7
Highest occupied orbital energy, eV: -8.115
Molar mass, g mol⁻¹: 102.133
SMILES: C/C=C/C=C/O.O

=====

Record 3
# C5H10O2

C5H10O2 as an isolated structure (ωB97M-V/def2-TZVPD, the Open Molecules 2025 dataset).

Each line ends with the Löwdin charge.
Geometry (Å):
C (1.445, -0.678, -1.049)  0.004
C (1.406, 0.537, -0.201)  -0.311
O (0.536, -0.090, 1.388)  -0.076
O (2.121, 1.435, -0.002)  0.186
H (0.594, -1.000, 1.738)  0.124
H (0.468, -1.155, -1.098)  0.071
H (1.769, -0.380, -2.046)  0.107
H (2.175, -1.372, -0.625)  0.109
C (-0.730, 1.341, -0.421)  -0.059
C (-0.852, 0.071, 0.973)  -0.401
C (-1.482, -1.148, 0.727)  -0.055
H (-1.354, 0.758, 1.648)  0.114
H (-0.471, 1.102, -1.458)  0.046
H (-0.299, 2.303, -0.136)  0.046
H (-1.814, 1.443, -0.422)  0.052
H (-0.953, -1.964, 0.250)  0.016
H (-2.561, -1.204, 0.735)  0.028

Computed properties:
Energy relative to the best compared isomer or geometry (same formula, charge and spin), eV: 6.472
F_max, eV Å⁻¹: 1.0
Highest occupied orbital energy (alpha / beta), eV: -6.546 / -6.548
Molar mass, g mol⁻¹: 102.133

=====

Record 4
# C5H10O2

A 2-piece molecular cluster, C5H10O2 overall in a non-equilibrium geometry (ωB97M-V/def2-TZVPD, the Open Molecules 2025 dataset).

Each line ends with the Löwdin charge.
Geometry (Å):
C (-1.345, -2.094, -0.292)  -0.037
C (-0.459, 1.286, 0.927)  -0.075
O (0.192, 0.304, 1.543)  -0.025
C (1.323, -0.032, 0.982)  -0.147
C (1.596, 0.927, -0.122)  -0.100
C (0.196, 1.536, -0.400)  -0.351
O (-0.481, 0.944, -1.503)  -0.027
H (-1.687, -2.802, 0.467)  0.030
H (-1.316, -2.588, -1.265)  0.031
H (-2.040, -1.249, -0.323)  0.027
H (-1.502, 1.379, 1.195)  0.115
H (-0.340, -1.750, -0.019)  0.005
H (1.961, -0.708, 1.532)  0.117
H (2.253, 1.734, 0.247)  0.128
H (2.047, 0.498, -1.022)  0.124
H (0.268, 2.592, -0.667)  0.140
H (-0.667, 0.022, -1.279)  0.046

Computed properties:
Energy relative to the best compared isomer or geometry (same formula, charge and spin), eV: 4.342
F_max, eV Å⁻¹: 1.2
Highest occupied orbital energy (alpha / beta), eV: -7.551 / -7.325
Molar mass, g mol⁻¹: 102.133

=====

Record 5
# C5H10O2

One molecule with the formula C5H10O2 (ωB97M-V/def2-TZVPD, the Open Molecules 2025 dataset).

Each line ends with the Löwdin charge.
Geometry (Å):
O (-0.356, -1.065, -1.993)  -0.033
C (-0.702, -0.977, -0.619)  -0.373
C (0.480, -1.341, 0.318)  -0.117
C (0.989, -0.012, 0.923)  -0.128
C (0.275, 1.089, 0.138)  -0.411
O (0.196, 2.261, 0.920)  -0.025
C (-1.072, 0.449, -0.199)  -0.096
H (0.467, -0.582, -2.127)  0.085
H (-1.545, -1.664, -0.506)  0.142
H (0.159, -2.032, 1.103)  0.110
H (1.248, -1.864, -0.262)  0.113
H (2.078, 0.087, 0.896)  0.114
H (0.681, 0.093, 1.970)  0.120
H (0.827, 1.293, -0.799)  0.148
H (-0.416, 2.869, 0.484)  0.096
H (-1.666, 0.420, 0.724)  0.132
H (-1.644, 0.975, -0.971)  0.124

Computed properties:
Energy relative to the best compared isomer or geometry (same formula, charge and spin), eV: 1.112
F_max, eV Å⁻¹: 0.4
Highest occupied orbital energy, eV: -10.119
Molar mass, g mol⁻¹: 102.133
SMILES: O[C@H]1CC[C@H](O)C1

=====

Record 6
# C5H10O2

A 3-piece molecular cluster, C5H10O2 overall in a non-equilibrium geometry (ωB97M-V/def2-TZVPD, the Open Molecules 2025 dataset).

Each line ends with the Löwdin charge.
Geometry (Å):
O (0.032, -2.030, 1.146)  -0.058
C (-0.256, -0.686, 1.444)  -0.205
C (0.407, 0.215, 0.453)  -0.331
C (0.951, -0.447, -0.843)  -0.107
C (0.478, 0.495, -1.950)  -0.142
O (-0.750, 1.051, -1.447)  -0.040
C (-0.796, 0.984, -0.114)  -0.174
H (-0.711, -2.637, 1.154)  0.096
H (-1.526, 0.618, 1.949)  0.123
H (-0.161, -0.500, 2.504)  0.064
H (1.176, 0.863, 0.876)  0.130
H (2.040, -0.545, -0.850)  0.123
H (0.528, -1.443, -0.995)  0.114
H (0.243, -0.023, -2.886)  0.127
H (1.172, 1.312, -2.165)  0.124
H (-1.808, 1.029, 0.230)  0.025
H (-0.967, 1.843, 1.573)  0.129

Computed properties:
Energy relative to the best compared isomer or geometry (same formula, charge and spin), eV: 8.473
F_max, eV Å⁻¹: 1.9
Highest occupied orbital energy (alpha / beta), eV: -7.398 / -7.541
Molar mass, g mol⁻¹: 102.133